{"formula": "C15H31NO7", "method": "ωB97M-V/def2-TZVPD", "smiles": "CCOC(C)=O.CCOC(C)=O.CCOC(C)=O.CN(C)C=O", "total_charge": 0, "e_above_lowest_kcal_mol": 46.67, "multiplicity": 1, "species": ["C", "C", "O", "C", "C", "O", "H", "H", "H", "H", "H", "H", "H", "H", "C", "C", "O", "C", "C", "O", "H", "H", "H", "H", "H", "H", "H", "H", "C", "C", "O", "C", "C", "O", "H", "H", "H", "H", "H", "H", "H", "H", "C", "N", "C", "C", "O", "H", "H", "H", "H", "H", "H", "H"], "coordinates": [[3.698669, 6.782538, -3.975899], [3.491149, 5.393908, -3.433269], [2.538969, 4.765318, -4.230839], [1.249529, 4.891228, -4.107399], [0.532949, 4.024688, -5.112069], [0.733189, 5.680678, -3.364749], [4.337909, 6.621958, -4.844049], [4.303939, 7.383888, -3.297569], [2.789449, 7.263898, -4.336059], [4.478289, 4.934178, -3.385389], [3.131939, 5.654318, -2.437649], [1.269709, 3.366388, -5.572409], [0.185029, 4.656078, -5.929619], [-0.250451, 3.463528, -4.602679], [-1.102331, -3.906292, 0.111601], [-0.735541, -5.262542, 0.740381], [-0.979481, -5.324332, 2.101721], [-0.603111, -6.421832, 2.749391], [-0.726891, -6.304752, 4.255151], [-0.061561, -7.384172, 2.199791], [-0.403221, -3.182272, 0.530091], [-2.069521, -3.468212, 0.358061], [-1.037491, -3.912802, -0.976449], [-1.336761, -6.052852, 0.290881], [0.286209, -5.545502, 0.487261], [-1.685781, -6.681522, 4.611071], [-0.701541, -5.352792, 4.785461], [0.028269, -6.980462, 4.656711], [-0.905351, -1.892062, 5.595161], [-0.240901, -0.941182, 4.530481], [-1.404901, -0.219452, 3.978361], [-1.409701, 0.348978, 2.680151], [-2.775811, 0.791888, 2.275531], [-0.453231, 0.299108, 1.888261], [-1.738051, -2.402572, 5.111331], [-1.206531, -1.219182, 6.398041], [-0.197941, -2.639712, 5.953901], [0.507059, -0.357072, 5.066651], [0.288199, -1.498732, 3.757621], [-3.410901, -0.000962, 1.880371], [-2.589361, 1.546388, 1.511291], [-3.109221, 1.299758, 3.180511], [0.050479, 1.903548, -1.350209], [-0.180581, 0.662608, -1.983299], [-0.409411, -0.574932, -1.156949], [-0.243111, 0.555928, -3.375429], [-0.344271, -0.537402, -4.029959], [0.081459, 2.803088, -1.964999], [0.965069, 1.869818, -0.758179], [-0.775921, 2.194138, -0.701579], [-1.382661, -0.393352, -0.700969], [-0.713211, -1.404812, -1.794989], [0.366209, -0.853122, -0.443419], [-0.128911, 1.557058, -3.819159]], "atomic_forces_ev_per_a": [[1.3294, 0.0533, -1.4698], [-0.4306, 2.9021, 1.5533], [2.1017, -2.3113, -0.9141], [-1.1065, 0.7522, -0.2056], [0.7101, -0.1008, -0.0308], [-0.4594, 0.0758, 0.6149], [0.0016, 0.4849, -0.4167], [-0.3755, 0.1905, 0.1182], [0.0230, 0.0629, 0.5244], [-0.6017, -0.8646, -0.2177], [-0.3681, -1.2090, 0.3509], [-0.2110, -0.2675, 0.1747], [-0.4849, 0.0311, 0.2696], [-0.1430, 0.2536, -0.3889], [0.5183, 0.2690, 1.0340], [-0.8642, -0.5341, -2.6263], [-0.3196, 0.8729, 1.5543], [1.8521, -1.0468, -0.2710], [-0.4212, -0.8200, 0.5436], [-1.3370, 1.6686, 0.9171], [0.2391, 0.2214, -0.3405], [-0.3034, -0.6456, 0.1999], [0.2762, -0.2303, 0.1103], [-0.0994, -0.0666, -0.2704], [0.1901, 0.2419, 0.2823], [-0.1774, -0.4196, -0.3554], [0.4831, 0.3847, -0.8479], [-0.0399, 0.1370, 0.0887], [0.7437, 0.9913, -1.2537], [-1.0825, -1.2937, 0.3560], [0.9271, 1.1517, -1.4492], [2.7509, -2.8714, -0.8985], [0.9276, 1.2652, 0.6530], [-2.0040, 0.3394, 2.6341], [-0.1088, 0.0930, 0.2926], [-0.3441, -0.4737, 0.1453], [0.0779, 0.1501, 0.0744], [-0.3524, 0.7838, -0.3837], [-0.2828, 0.1131, -0.2286], [0.0965, 0.0098, 0.4240], [-0.3268, -0.0896, -0.1091], [-1.0030, -0.1754, -0.2364], [-0.1636, 1.2022, 1.2219], [-0.1188, -2.4765, -2.5057], [-1.4413, 1.0172, -0.9985], [0.2853, -3.2790, 0.2484], [0.1258, 3.9337, 2.2052], [0.3586, -0.4738, -0.8590], [0.0017, 0.0954, 0.1236], [-0.0940, -0.4298, 0.5252], [0.2734, 0.1562, 0.9909], [0.9151, 0.1052, -0.4671], [-0.0358, 0.4081, -0.1841], [-0.1074, -0.3379, -0.3020]], "lowdin_charge": [-0.08, -0.24, 0.00, -0.58, 0.03, 0.11, 0.07, 0.08, 0.09, 0.13, 0.12, 0.09, 0.10, 0.07, -0.06, -0.25, 0.00, -0.51, 0.02, 0.08, 0.06, 0.08, 0.08, 0.12, 0.13, 0.09, 0.07, 0.09, -0.07, -0.18, -0.06, -0.45, 0.01, 0.05, 0.07, 0.07, 0.07, 0.11, 0.11, 0.10, 0.08, 0.09, -0.09, -0.18, -0.03, -0.25, -0.05, 0.08, 0.10, 0.08, 0.08, 0.07, 0.08, 0.10]}

=====

{"formula": "CH2BrCl2P", "method": "ωB97M-V/def2-TZVPD", "total_charge": 0, "e_above_lowest_kcal_mol": 64.83, "multiplicity": 1, "species": ["C", "P", "Cl", "Cl", "Br", "H", "H"], "coordinates": [[1.488229, -0.383664, 0.293181], [-1.600958, 1.331177, -0.795323], [-1.853065, -0.670044, -1.055463], [-1.916855, 1.476243, 1.203210], [1.278383, -2.175093, 0.146840], [1.919572, 0.219641, -0.500733], [0.684695, 0.201737, 0.708291]], "atomic_forces_ev_per_a": [[-0.3771, 1.8465, -0.5157], [0.0386, -0.1331, -0.1185], [-0.0845, 0.0010, -0.1312], [-0.0301, 0.1180, 0.2087], [0.0590, -0.6687, -0.0876], [0.6329, -0.7368, -0.1300], [-0.2387, -0.4269, 0.7744]], "lowdin_charge": [-0.61, 0.02, 0.03, 0.04, 0.63, -0.01, -0.09]}

=====

{"formula": "C21H42Cl42", "method": "ωB97M-V/def2-TZVPD", "total_charge": 0, "e_above_lowest_kcal_mol": 5.29, "multiplicity": 1, "species": ["C", "Cl", "Cl", "H", "H", "C", "Cl", "Cl", "H", "H", "C", "Cl", "Cl", "H", "H", "C", "Cl", "Cl", "H", "H", "C", "Cl", "Cl", "H", "H", "C", "Cl", "Cl", "H", "H", "C", "Cl", "Cl", "H", "H", "C", "Cl", "Cl", "H", "H", "C", "Cl", "Cl", "H", "H", "C", "Cl", "Cl", "H", "H", "C", "Cl", "Cl", "H", "H", "C", "Cl", "Cl", "H", "H", "C", "Cl", "Cl", "H", "H", "C", "Cl", "Cl", "H", "H", "C", "Cl", "Cl", "H", "H", "C", "Cl", "Cl", "H", "H", "C", "Cl", "Cl", "H", "H", "C", "Cl", "Cl", "H", "H", "C", "Cl", "Cl", "H", "H", "C", "Cl", "Cl", "H", "H", "C", "Cl", "Cl", "H", "H"], "coordinates": [[-3.252360, -3.710129, -1.105547], [-4.022343, -3.011522, -2.518169], [-4.108586, -5.165432, -0.491539], [-2.312857, -4.111619, -1.388429], [-3.264485, -2.989072, -0.266847], [0.457316, -4.633155, -1.317266], [-0.507274, -5.873240, -2.281744], [0.115194, -2.935127, -1.774176], [0.116374, -4.587236, -0.311546], [1.544653, -4.862727, -1.389209], [-0.175948, -1.632267, 5.751478], [1.540397, -1.170925, 5.516941], [-0.440856, -3.409555, 5.738544], [-0.568992, -1.287389, 6.692388], [-0.760370, -1.278421, 4.842337], [2.296425, -1.705008, -5.492299], [3.978210, -1.893618, -6.080971], [1.594330, -3.268507, -5.104972], [2.394681, -1.089130, -4.586868], [1.784565, -1.133663, -6.257682], [-0.415076, -0.144366, -0.043399], [-2.077323, 0.069834, 0.483041], [0.636124, 0.785139, 0.972788], [-0.106107, -1.231135, 0.069799], [-0.312171, 0.108386, -1.074248], [0.429661, 5.767763, -0.130077], [1.219125, 4.338849, 0.605025], [1.043480, 7.290441, 0.477952], [0.595928, 5.710582, -1.221545], [-0.565571, 5.817113, 0.112170], [1.866525, 2.057078, -5.616534], [0.973458, 1.293130, -6.868478], [3.609867, 2.316021, -5.958343], [1.470732, 3.030692, -5.542628], [1.834016, 1.534129, -4.672894], [-1.734637, -1.380539, -4.643454], [-3.204942, -0.480419, -5.124220], [-0.610442, -0.357178, -3.712891], [-1.964031, -2.196376, -4.003594], [-1.274009, -1.702426, -5.567779], [-3.490100, 5.502195, 0.528801], [-2.779287, 6.578477, 1.761459], [-2.892970, 5.899788, -1.072384], [-3.324075, 4.454705, 0.751531], [-4.538111, 5.740745, 0.497945], [6.749089, -0.848712, 1.068179], [6.841264, -0.728553, 2.906486], [5.077021, -0.815332, 0.552696], [7.206763, 0.115446, 0.790289], [7.270843, -1.783314, 0.789822], [3.871147, 0.802146, -2.239366], [2.852851, -0.588271, -1.819972], [3.102900, 2.291294, -1.801891], [4.783205, 0.593399, -1.730085], [3.945307, 0.847022, -3.319376], [5.034565, -5.720065, -3.294533], [4.255586, -6.592973, -1.947585], [5.576748, -4.122131, -2.808158], [5.958567, -6.187701, -3.627306], [4.352272, -5.537961, -4.124618], [-6.080707, -2.177226, 0.918255], [-5.061061, -0.843502, 0.335560], [-6.747204, -1.694433, 2.523891], [-6.926397, -2.277214, 0.236397], [-5.446269, -3.044815, 1.087863], [-5.733177, 2.272792, -2.800670], [-4.604215, 2.314369, -1.496084], [-7.441240, 2.681803, -2.288797], [-5.587439, 3.081392, -3.511342], [-5.805989, 1.300069, -3.230243], [-1.357644, 2.731139, 3.262533], [-0.789505, 2.031928, 4.756849], [-3.116633, 2.645811, 3.147156], [-1.053825, 3.753299, 3.281728], [-0.929989, 2.227468, 2.397756], [5.293835, 3.732557, 1.734924], [4.896997, 5.332478, 2.242046], [6.128388, 2.643660, 2.867838], [4.309707, 3.243980, 1.552927], [5.843437, 3.756420, 0.755425], [-4.614221, -0.245794, 5.108298], [-4.415231, -1.729194, 6.160285], [-6.217427, 0.419696, 5.249325], [-3.846708, 0.443320, 5.459250], [-4.395583, -0.597719, 4.093622], [-2.982719, -4.534310, 3.088073], [-4.510177, -5.262469, 3.489457], [-3.036165, -2.852592, 2.619851], [-2.271482, -4.617148, 3.901811], [-2.669266, -5.108218, 2.198872], [-1.754547, 3.272562, -3.357485], [-0.393798, 2.876058, -2.235638], [-1.253346, 4.265068, -4.694734], [-2.134725, 2.260544, -3.648836], [-2.495723, 3.747437, -2.757624], [4.026837, 3.172710, 5.946267], [2.992240, 2.563132, 4.671507], [4.468241, 1.969656, 7.105875], [4.953533, 3.556861, 5.609792], [3.365503, 3.881600, 6.417875], [2.077457, -2.649332, 1.941460], [0.297782, -2.818539, 2.163674], [2.452973, -4.077883, 0.885954], [2.361330, -1.787279, 1.288167], [2.527889, -2.639321, 2.943844]], "atomic_forces_ev_per_a": [[-0.9354, -0.1341, 1.0453], [-0.1221, 0.0710, -0.0483], [-0.1864, 0.1622, -0.0244], [0.8499, 0.2296, -0.1505], [0.3122, -0.2744, -0.7100], [0.0634, -0.2459, -0.9304], [0.7858, 1.1244, 0.7108], [0.3151, -0.5131, -0.6454], [-0.1795, -0.9062, 0.7076], [-1.0981, 0.2157, -0.2651], [-0.6246, -0.2800, -2.0074], [-0.6956, -0.1950, 0.2376], [0.2988, 0.2365, 0.1472], [0.1436, 0.3521, 0.1200], [0.8359, -0.1256, 1.4144], [1.1164, 0.6869, 0.4125], [-0.1127, -0.0197, -0.0022], [-0.2585, 0.1874, -0.1154], [-0.3361, -0.4920, -0.1960], [-0.3868, -0.4762, -0.0130], [0.3018, -2.2179, 0.4899], [-0.1472, -0.1204, -0.1621], [0.8949, 0.5092, 0.2978], [-0.6935, 1.4789, 0.0263], [0.0075, 0.5651, -0.5254], [2.2674, -0.1821, -1.1346], [-0.2739, 0.3496, -0.0491], [0.5130, 0.3647, 0.1203], [-0.1266, 0.0175, 0.7127], [-2.2126, -0.5583, 0.4593], [1.1948, 0.3317, 0.4605], [-0.3609, -0.7117, -0.7376], [-0.1588, -0.3002, -0.1298], [-0.4769, 0.9930, 0.4497], [-0.3384, -0.2592, 0.0699], [0.1187, 0.8845, -0.4865], [0.2947, -0.2677, 0.3154], [-0.0760, 0.1106, -0.3479], [-0.4912, -0.5874, 0.3324], [0.2503, 0.0204, 0.0671], [-0.3145, 0.5090, 0.2539], [0.0678, -0.4523, -0.0993], [0.2292, -0.0350, -0.5151], [0.2200, 0.0682, 0.1312], [-0.3386, -0.1657, 0.1688], [0.5897, 0.6998, 1.6173], [-0.0297, -0.4520, -0.8436], [-0.0358, -0.2484, -0.1708], [-0.0081, -0.9018, -0.3621], [-0.4173, 0.8016, -0.0590], [-0.7440, -0.5556, -0.7542], [-0.4373, -0.3446, -0.1695], [-0.0730, 0.7604, 0.5715], [0.7172, 0.4416, 0.2060], [0.4202, -0.3251, -0.0458], [0.2363, 0.3446, -0.2127], [0.1978, 0.1351, -0.5739], [0.0242, 0.6744, 0.3741], [-0.4382, -0.5832, 0.1493], [-0.1212, -0.4761, 0.2799], [-0.2400, 0.7978, 0.8053], [-0.1807, -0.2143, -0.2316], [0.0732, -0.3620, -0.4287], [0.3770, -0.3105, 0.1367], [-0.3192, -0.0214, -0.2705], [-1.8166, 1.1874, -0.1592], [0.4244, -0.0273, 0.4155], [0.4964, -0.3095, 0.1679], [0.6910, -0.3628, -0.0705], [0.2642, -0.5319, -0.2926], [-0.0498, -0.1587, -0.3898], [0.2808, -0.4687, 0.3709], [-0.2709, 0.0380, -0.1506], [0.0056, 0.6991, -0.1233], [-0.0754, -0.0964, 0.2643], [-0.9957, -1.5780, -1.8060], [0.2811, 0.7521, 0.5646], [0.1654, 0.5563, -0.0708], [0.8144, 0.2487, 0.0565], [-0.3107, 0.0689, 1.2114], [0.8849, -1.0956, 0.2912], [-0.0726, 0.5489, -0.4063], [-0.0421, 0.1796, -0.0563], [-0.3531, 0.1078, -0.1226], [-0.3350, 0.2893, 0.2537], [0.8218, -1.0484, -0.9520], [-0.6974, 0.0947, 0.4427], [-0.2535, 0.6707, -0.1352], [-0.1332, -0.1111, 0.0770], [0.2514, 0.4531, 0.5304], [0.2507, -2.0848, 0.4972], [-0.2036, 0.2888, -0.2440], [-0.0079, 0.0438, -0.2063], [0.3620, 1.0764, -0.2757], [-0.3732, 0.5942, 0.1984], [-1.0867, 0.1911, 0.3457], [-0.0234, -0.4061, -0.7439], [0.1338, -0.9377, 0.7857], [0.4779, 0.6679, -0.8255], [0.4474, 0.4669, 0.3443], [-0.5579, -0.2310, -1.1698], [0.3200, 0.7883, 0.2264], [1.0519, 0.4266, 0.9547], [-0.5790, -0.5024, 0.9882], [0.0856, -0.2962, -0.6590]], "lowdin_charge": [-1.02, 0.57, 0.52, -0.09, -0.03, -0.95, 0.50, 0.53, -0.05, -0.01, -0.99, 0.49, 0.48, 0.02, 0.02, -1.05, 0.49, 0.53, -0.03, -0.03, -1.10, 0.51, 0.55, -0.06, -0.07, -1.04, 0.47, 0.54, 0.03, -0.11, -1.04, 0.59, 0.51, -0.02, -0.01, -0.97, 0.51, 0.52, -0.05, 0.02, -0.99, 0.53, 0.57, 0.00, 0.02, -0.94, 0.42, 0.55, 0.02, 0.04, -1.01, 0.50, 0.54, -0.02, -0.01, -1.01, 0.50, 0.49, 0.02, 0.02, -0.95, 0.45, 0.49, 0.04, -0.04, -0.98, 0.56, 0.46, 0.02, 0.01, -1.04, 0.54, 0.53, 0.01, -0.06, -1.08, 0.55, 0.50, 0.01, 0.05, -1.03, 0.44, 0.52, 0.00, -0.02, -1.06, 0.55, 0.53, -0.01, 0.01, -1.03, 0.49, 0.56, 0.01, -0.08, -1.07, 0.50, 0.55, -0.01, 0.02, -0.88, 0.49, 0.53, -0.01, 0.03]}

=====

{"formula": "C4H7NO2", "method": "ωB97M-V/def2-TZVPD", "smiles": "C[C@@H](C=O)C(N)=O", "total_charge": 0, "e_above_lowest_kcal_mol": 11.89, "multiplicity": 1, "species": ["C", "C", "C", "O", "C", "N", "O", "H", "H", "H", "H", "H", "H", "H"], "coordinates": [[-0.942504, -1.119462, 0.490140], [-0.415062, 0.090263, -0.286466], [-1.144277, 1.366575, 0.123242], [-2.085173, 1.381278, 0.878952], [1.044719, 0.401001, 0.011972], [1.992237, -0.235405, -0.731168], [1.327172, 1.233885, 0.857928], [-0.800414, -0.964529, 1.562840], [-2.014809, -1.228539, 0.304510], [-0.444496, -2.051506, 0.196643], [-0.535981, -0.091491, -1.365091], [-0.715820, 2.314103, -0.266839], [1.780571, -1.041039, -1.300054], [2.953833, -0.055129, -0.476608]], "atomic_forces_ev_per_a": [[0.0118, -0.0566, 0.0590], [0.0193, -0.1553, 0.0032], [-0.4444, 0.2074, 0.4374], [0.4195, -0.0712, -0.5399], [0.1085, 0.1643, 0.0803], [0.0565, -0.0337, 0.1202], [0.0811, -0.3223, -0.2310], [-0.0365, -0.0443, -0.1344], [0.1752, 0.0135, 0.0695], [-0.0323, 0.2382, 0.0136], [-0.0459, 0.2252, 0.1400], [-0.1535, -0.2428, -0.0617], [0.0011, 0.2188, 0.1131], [-0.1604, -0.1412, -0.0694]], "lowdin_charge": [-0.05, -0.26, -0.23, 0.07, -0.53, 0.17, 0.06, 0.09, 0.09, 0.08, 0.15, 0.13, 0.10, 0.11]}